1.
DFT (wB97M-V/def2-TZVPD) results for C36H32NO3P2V as an isolated structure.

LUMO level (alpha / beta) = -2.95 / -3.06 eV
E_tot = -89745.665 eV
2S+1 = 4
strongest force on any atom = 1.159 eV/Å
M = 639.548 g/mol
relative energy (zero: lowest compared OMol25 entry of this formula, charge and spin) = 19.1 kcal/mol
HOMO energy (alpha / beta) = -10.7 / -10.8 eV
net charge = +1

XYZ file:
```
75
C36H32NO3P2V (wB97M-V/def2-TZVPD)
V 0.361 1.113 1.383
O 2.158 3.461 3.260
C 2.063 2.370 2.738
O 2.101 2.094 1.480
C 1.853 1.137 3.622
C 2.385 1.117 4.923
C 2.238 -0.024 5.661
C 1.541 -1.131 5.123
C 1.350 -2.340 5.832
C 0.648 -3.367 5.269
C 0.104 -3.235 3.974
C 0.271 -2.082 3.259
C 1.000 -1.012 3.823
N 1.174 0.132 3.105
H 2.898 1.994 5.287
H 2.646 -0.097 6.662
H 1.769 -2.431 6.826
H 0.504 -4.291 5.812
H -0.447 -4.061 3.543
H -0.134 -1.973 2.260
C -1.760 1.947 3.525
O -1.422 1.912 2.118
H -2.834 2.073 3.636
H -1.220 2.751 4.023
H -1.454 0.989 3.939
H -1.749 2.697 1.661
C -0.094 -1.207 -1.627
P -0.946 -0.247 -0.335
C -1.584 1.271 -1.118
C -2.740 1.293 -1.891
C -3.198 2.482 -2.441
C -2.513 3.665 -2.217
C -1.361 3.661 -1.442
C -0.902 2.470 -0.896
C -2.409 -1.233 0.076
C -3.028 -2.070 -0.853
C -4.151 -2.799 -0.499
C -4.668 -2.700 0.785
C -4.056 -1.877 1.719
C -2.929 -1.151 1.365
P 1.714 -0.777 -1.695
C 2.207 -1.689 -3.202
C 3.303 -1.213 -3.922
C 3.775 -1.902 -5.026
C 3.164 -3.082 -5.426
C 2.080 -3.567 -4.714
C 1.605 -2.877 -3.607
C 1.643 0.926 -2.351
C 0.877 1.276 -3.466
C 0.852 2.583 -3.913
C 1.602 3.557 -3.258
C 2.374 3.218 -2.160
C 2.397 1.903 -1.709
H -0.610 -1.131 -2.588
H -0.162 -2.248 -1.300
H -3.295 0.379 -2.057
H -4.098 2.481 -3.042
H -2.872 4.590 -2.647
H -0.805 4.573 -1.275
H 0.050 2.555 -0.358
H -2.630 -2.160 -1.857
H -4.623 -3.447 -1.225
H -5.545 -3.271 1.059
H -4.451 -1.809 2.724
H -2.444 -0.521 2.102
H 3.788 -0.291 -3.624
H 4.624 -1.517 -5.577
H 3.533 -3.620 -6.289
H 1.598 -4.488 -5.017
H 0.760 -3.287 -3.067
H 0.310 0.516 -3.992
H 0.258 2.849 -4.778
H 1.590 4.578 -3.618
H 2.967 3.969 -1.653
H 3.002 1.643 -0.849
```

Löwdin population analysis, charges in e, atoms 1 to 4: 0.797, 0.099, -0.623, -0.123

2.
DFT (wB97M-V/def2-TZVPD) results for C36H33BrCrN7O2 as an isolated structure.

LUMO level (alpha / beta) = -0.01 / -0.17 eV
E_tot = -150854.426 eV
2S+1 = 4
strongest force on any atom = 0.600 eV/Å
M = 727.607 g/mol
HOMO energy (alpha / beta) = -4.5 / -6.4 eV

XYZ file:
```
80
C36H33BrCrN7O2 (wB97M-V/def2-TZVPD)
Cr -0.310 -0.058 1.047
C 1.461 1.435 2.902
N 1.069 0.000 2.824
C 0.433 -0.489 4.101
C -1.053 -0.301 3.936
C -2.064 -0.798 4.901
C -3.366 -0.582 4.600
C -3.919 0.037 3.415
C -3.326 0.208 2.189
N -2.181 -0.375 1.784
C 2.176 -0.920 2.472
C 1.746 -2.055 1.565
C 2.492 -3.217 1.469
C 2.134 -4.165 0.523
C 1.047 -3.928 -0.298
C 0.331 -2.754 -0.129
N 0.674 -1.856 0.794
C 0.546 2.416 2.183
C 0.700 3.775 2.385
C -0.116 4.653 1.688
C -1.063 4.156 0.811
C -1.162 2.784 0.658
N -0.375 1.952 1.334
H 2.456 1.550 2.475
H 1.532 1.744 3.947
H 0.848 0.067 4.948
H 0.686 -1.541 4.227
H -1.780 -1.343 5.794
H -4.095 -0.877 5.349
H -4.946 0.372 3.488
H -3.853 0.768 1.423
H 2.637 -1.332 3.374
H 2.954 -0.374 1.950
H 3.348 -3.363 2.115
H 2.708 -5.077 0.424
H 0.744 -4.634 -1.059
H -0.534 -2.496 -0.728
H 1.451 4.137 3.076
H -0.007 5.721 1.828
H -1.712 4.808 0.245
H -1.864 2.314 -0.020
Br -1.423 -3.619 -8.646
C -0.603 -2.093 -7.873
C 0.261 -2.251 -6.799
C 0.849 -1.138 -6.224
C 0.590 0.140 -6.722
C -0.244 0.268 -7.826
C -0.859 -0.839 -8.395
N 1.299 1.304 -6.298
N 1.504 1.563 -5.082
C 0.763 1.038 -4.033
C -0.601 0.690 -4.084
C -1.282 0.312 -2.952
C -0.627 0.248 -1.713
O -1.276 -0.144 -0.598
C 0.699 0.619 -1.609
N 1.255 0.576 -0.329
C 2.558 0.946 -0.240
C 3.327 1.341 -1.301
C 2.774 1.380 -2.593
C 1.435 1.034 -2.762
H 0.471 -3.240 -6.415
H 1.523 -1.259 -5.386
H -0.405 1.257 -8.238
H -1.519 -0.726 -9.245
H -1.137 0.773 -5.019
H -2.338 0.077 -2.989
H 3.013 0.954 0.736
H 4.358 1.619 -1.126
H 3.355 1.681 -3.452
C -1.388 1.916 4.840
O -1.205 1.103 3.701
C -1.354 -1.033 2.596
C -1.448 -2.538 2.658
H -2.415 1.870 5.204
H -1.163 2.936 4.524
H -0.713 1.642 5.660
H -2.354 -2.805 3.204
H -0.597 -3.006 3.161
H -1.535 -2.954 1.657
```

Löwdin population analysis, charges in e, atoms 1 to 4: 0.801, -0.076, -0.140, -0.057

3.
DFT (wB97M-V/def2-TZVPD) results for C36H33Cl5CrN2O2P2S as an isolated structure.

LUMO level (alpha / beta) = -3.99 / -3.10 eV
E_tot = -165383.375 eV
2S+1 = 4
strongest force on any atom = 2.993 eV/Å
M = 848.948 g/mol
relative energy (zero: lowest compared OMol25 entry of this formula, charge and spin) = 41.5 kcal/mol
HOMO energy (alpha / beta) = -10.8 / -10.8 eV
net charge = +1

XYZ file:
```
82
C36H33Cl5CrN2O2P2S (wB97M-V/def2-TZVPD)
Cr 1.747 -0.234 -1.553
N 3.813 0.039 -1.935
C 4.074 1.473 -1.772
C 3.039 2.225 -2.589
O 3.450 3.111 -3.363
O 1.812 1.712 -2.459
H 4.492 -0.567 -1.478
H 3.922 -0.176 -2.936
H 5.087 1.742 -2.140
H 4.022 1.855 -0.715
C -2.474 0.207 5.706
S -3.349 -1.007 4.570
C -3.826 -0.108 3.102
C -2.677 0.416 2.158
C -1.600 -0.605 1.722
N -0.753 -0.100 0.568
P -0.713 -0.498 -1.182
C -1.603 0.801 -2.097
C -1.042 1.483 -3.191
C -1.645 2.543 -3.833
C -2.819 3.035 -3.339
C -3.444 2.405 -2.234
C -2.836 1.313 -1.663
C -1.800 -1.927 -1.392
C -2.859 -2.007 -2.287
C -3.805 -3.029 -2.202
C -3.625 -4.065 -1.327
C -2.466 -4.132 -0.560
C -1.531 -3.090 -0.688
P 0.770 0.662 0.514
C 1.987 0.265 1.773
C 3.302 -0.234 1.627
C 4.125 -0.419 2.747
C 3.586 -0.220 4.003
C 2.273 0.147 4.193
C 1.509 0.559 3.054
C 0.470 2.404 0.540
C -0.825 2.920 0.576
C -0.951 4.281 0.737
C 0.154 5.177 0.632
C 1.434 4.633 0.711
C 1.599 3.230 0.701
H -1.484 -0.196 5.857
H -3.012 0.124 6.628
H -2.544 1.224 5.347
H -4.463 0.700 3.476
H -4.457 -0.848 2.544
H -2.229 1.262 2.673
H -3.181 0.748 1.259
H -2.141 -1.505 1.399
H -0.938 -0.823 2.567
H -0.034 1.176 -3.545
H -1.212 2.976 -4.714
H -3.312 3.876 -3.800
H -4.428 2.731 -1.784
H -3.324 0.715 -0.945
H -2.929 -1.156 -2.977
H -4.687 -3.084 -2.858
H -4.429 -4.825 -1.153
H -2.287 -4.944 0.164
H -0.624 -3.124 -0.042
H 3.652 -0.611 0.641
H 5.156 -0.657 2.603
H 4.180 -0.458 4.873
H 1.830 0.194 5.196
H 0.538 1.094 3.158
H -1.632 2.256 0.504
H -1.958 4.674 0.901
H 0.043 6.258 0.470
H 2.277 5.277 0.759
H 2.602 2.788 0.724
Cl 1.327 -1.387 -4.050
C 1.866 -2.606 -2.884
C 1.857 -2.277 -1.517
C 2.132 -3.282 -0.606
Cl 2.085 -2.898 1.102
C 2.452 -4.598 -1.038
Cl 2.532 -5.917 0.110
C 2.607 -4.852 -2.410
Cl 3.130 -6.406 -2.979
C 2.311 -3.834 -3.345
Cl 2.703 -4.006 -5.008
```

Löwdin population analysis, charges in e, atoms 1 to 4: 0.471, -0.028, -0.156, -0.578

4.
DFT (wB97M-V/def2-TZVPD) results for C36H33CoF13N4O4PS2 as an isolated structure.

LUMO level (alpha / beta) = 3.14 / 3.14 eV
E_tot = -155938.577 eV
2S+1 = 5
strongest force on any atom = 2.988 eV/Å
M = 986.699 g/mol
relative energy (zero: lowest compared OMol25 entry of this formula, charge and spin) = 0.0 kcal/mol
HOMO energy (alpha / beta) = -2.0 / -1.9 eV
net charge = -2

XYZ file:
```
94
C36H33CoF13N4O4PS2 (wB97M-V/def2-TZVPD)
Co -0.351 -0.090 -0.759
C 5.467 1.811 1.156
C 3.975 1.870 0.965
C 3.089 1.870 2.033
C 1.726 1.840 1.823
C 1.182 1.845 0.529
N -0.157 1.636 0.288
C -1.158 2.255 0.943
C -0.892 3.346 1.805
C -1.873 3.959 2.543
C -3.195 3.547 2.454
C -4.281 4.131 3.303
C -3.501 2.561 1.530
C -2.535 1.923 0.770
C -3.023 0.976 -0.327
O -2.090 0.437 -1.124
C -4.010 1.803 -1.227
F -4.184 1.274 -2.436
F -3.605 3.061 -1.428
F -5.262 1.922 -0.710
C -3.899 -0.226 0.212
F -3.158 -1.293 0.486
F -4.817 -0.629 -0.688
F -4.614 0.010 1.339
C 2.089 1.940 -0.555
C 3.451 1.916 -0.323
C 1.485 2.033 -1.956
O 0.567 1.112 -2.272
C 2.555 1.974 -3.094
F 3.510 2.944 -3.083
F 3.231 0.822 -3.120
F 1.984 2.093 -4.302
C 0.900 3.492 -2.076
F 0.280 3.709 -3.242
F 0.030 3.843 -1.129
F 1.862 4.452 -2.001
H 5.749 2.096 2.168
H 5.980 2.466 0.451
H 5.827 0.797 0.975
H 3.469 1.878 3.045
H 1.051 1.770 2.663
H 0.123 3.705 1.857
H -1.618 4.775 3.206
H -3.941 5.030 3.811
H -4.585 3.401 4.052
H -5.152 4.367 2.693
H -4.539 2.288 1.410
H 4.159 1.932 -1.135
F 1.190 -0.858 -0.489
N 4.920 -2.052 8.597
C 4.190 -1.872 7.711
C 3.289 -1.646 6.680
C 2.253 -0.695 6.843
C 1.355 -0.463 5.839
C 1.434 -1.158 4.616
C 2.471 -2.093 4.444
C 3.369 -2.338 5.446
N 0.486 -0.927 3.616
C -0.777 -0.432 3.830
C -1.360 -0.305 2.604
N -0.494 -0.707 1.637
C 0.601 -1.074 2.270
H 2.175 -0.159 7.780
H 0.577 0.272 5.990
H 2.533 -2.648 3.520
H 4.143 -3.083 5.314
H -1.171 -0.247 4.808
H -2.339 0.065 2.393
H 1.480 -1.429 1.775
C -3.038 -3.777 -4.657
C -1.952 -4.703 -4.111
C -2.343 -5.235 -2.744
O -0.700 -4.039 -4.128
P 0.093 -3.359 -2.871
S 0.926 -4.761 -1.757
S -1.212 -2.044 -1.997
O 1.284 -2.669 -3.661
C 1.268 -1.881 -4.850
C 1.288 -2.821 -6.057
C 0.125 -0.880 -4.906
H -3.993 -4.301 -4.677
H -2.786 -3.451 -5.665
H -3.116 -2.903 -4.014
H -1.812 -5.547 -4.806
H -2.554 -4.394 -2.087
H -1.528 -5.816 -2.319
H -3.226 -5.863 -2.847
H 2.216 -1.329 -4.794
H 0.318 -3.299 -6.165
H 2.034 -3.599 -5.899
H 1.524 -2.268 -6.965
H -0.835 -1.392 -4.941
H 0.239 -0.265 -5.799
H 0.147 -0.233 -4.027
```

Löwdin population analysis, charges in e, atoms 1 to 4: 0.775, -0.069, -0.279, -0.058

5.
DFT (wB97M-V/def2-TZVPD) results for C36H33InN13O2S as an isolated structure.

LUMO level = -3.41 eV
E_tot = -77336.030 eV
strongest force on any atom = 2.863 eV/Å
M = 826.634 g/mol
relative energy (zero: lowest compared OMol25 entry of this formula, charge and spin) = 27.3 kcal/mol
HOMO energy = -10.3 eV
net charge = +1

XYZ file:
```
86
C36H33InN13O2S (wB97M-V/def2-TZVPD)
In 0.162 0.344 -0.995
N 3.256 -2.583 -0.063
C 2.409 -2.986 1.011
C 2.572 -3.963 1.994
C 1.548 -4.126 2.895
C 0.429 -3.252 2.869
C 0.303 -2.208 1.964
C 1.325 -2.127 0.978
N 1.421 -1.253 -0.072
C 2.599 -1.552 -0.640
C 3.063 -0.823 -1.795
C 4.185 -1.072 -2.561
S 4.305 0.149 -3.749
C 2.922 0.900 -3.164
N 2.382 0.296 -2.141
H 3.985 -3.174 -0.421
H 3.496 -4.569 2.092
H 1.556 -4.837 3.677
H -0.371 -3.497 3.580
H -0.542 -1.478 1.938
H 4.910 -1.782 -2.402
H 2.434 1.811 -3.639
C -2.727 0.783 -4.792
N -2.483 2.042 -4.127
C -3.277 3.226 -4.492
C -1.613 2.073 -3.129
N -0.793 1.150 -2.818
N -1.612 3.221 -2.303
C -0.504 3.750 -1.602
N -0.778 4.969 -0.967
N 0.601 3.110 -1.570
H -3.805 0.693 -4.942
H -2.465 -0.046 -4.132
H -2.246 0.616 -5.734
H -4.173 3.238 -3.781
H -3.508 3.171 -5.523
H -2.707 4.158 -4.280
H -0.601 0.394 -3.494
H -2.543 3.678 -2.166
H -1.758 5.192 -0.904
H -0.357 4.984 -0.030
H 1.325 3.595 -1.115
O 0.629 -0.926 -4.430
N 0.893 -2.066 -3.909
N 0.390 -2.331 -2.738
O -0.474 -1.496 -2.157
C 0.836 -3.551 -2.140
C 1.974 -4.180 -2.644
C 2.409 -5.388 -2.061
C 1.775 -5.876 -0.959
C 0.671 -5.187 -0.430
C 0.110 -4.072 -1.057
H 2.475 -3.695 -3.532
H 3.376 -5.832 -2.353
H 2.065 -6.775 -0.450
H 0.199 -5.653 0.423
H -0.798 -3.596 -0.696
N -2.428 3.101 8.794
C -2.324 2.810 7.696
C -1.903 2.516 6.306
C -2.194 3.432 5.250
C -1.811 3.179 3.977
C -1.195 1.941 3.685
C -0.905 1.057 4.715
C -1.250 1.351 6.058
C -0.797 1.598 2.296
C 0.510 1.814 1.847
C 1.448 2.581 2.544
C 2.618 2.652 1.768
C 2.332 1.849 0.651
N 1.106 1.379 0.634
C -1.753 0.855 1.543
C -3.029 0.555 2.009
C -3.668 -0.196 1.066
C -2.750 -0.342 0.020
N -1.648 0.330 0.263
H -2.591 4.398 5.586
H -1.967 3.844 3.123
H -0.391 0.142 4.458
H -1.052 0.606 6.793
H 1.231 3.015 3.535
H 3.527 3.099 2.031
H 3.035 1.558 -0.162
H -3.483 0.973 2.877
H -4.645 -0.710 1.104
H -2.879 -0.981 -0.788
```

Löwdin population analysis, charges in e, atoms 1 to 4: 0.838, 0.231, -0.169, -0.016

6.
DFT (wB97M-V/def2-TZVPD) results for C36H33N3OSbSiTc as an isolated structure.

LUMO level (alpha / beta) = -10.36 / -11.31 eV
E_tot = -60974.413 eV
2S+1 = 4
strongest force on any atom = 2.322 eV/Å
M = 771.526 g/mol
relative energy (zero: lowest compared OMol25 entry of this formula, charge and spin) = 3.1 kcal/mol
HOMO energy (alpha / beta) = -15.4 / -15.4 eV
net charge = +3

XYZ file:
```
76
C36H33N3OSbSiTc (wB97M-V/def2-TZVPD)
Tc -0.329 -0.009 -1.399
C -3.193 -1.387 0.289
C -2.912 -1.895 -1.085
C -3.601 -2.979 -1.628
C -3.283 -3.445 -2.885
C -2.282 -2.804 -3.618
C -1.642 -1.723 -3.053
N -1.954 -1.292 -1.809
Sb -0.311 -0.623 -4.422
C 1.552 -0.318 -3.274
C 2.690 -0.666 -3.968
C 3.928 -0.281 -3.451
C 3.973 0.452 -2.285
C 2.796 0.767 -1.605
C 2.804 1.551 -0.339
N 1.619 0.361 -2.106
C -1.109 1.278 -3.784
C -1.567 2.161 -4.735
C -2.130 3.363 -4.313
C -2.214 3.620 -2.962
C -1.730 2.706 -2.029
C -1.800 2.995 -0.568
N -1.180 1.551 -2.459
H -4.162 -1.736 0.637
H -3.172 -0.299 0.314
H -2.436 -1.755 0.989
H -4.383 -3.447 -1.046
H -3.808 -4.293 -3.307
H -2.032 -3.140 -4.616
H 2.630 -1.201 -4.907
H 4.840 -0.534 -3.976
H 4.916 0.796 -1.882
H 3.689 2.182 -0.284
H 2.831 0.879 0.521
H 1.917 2.178 -0.254
H -1.497 1.922 -5.788
H -2.499 4.080 -5.035
H -2.653 4.541 -2.603
H -2.317 3.936 -0.397
H -0.795 3.068 -0.151
H -2.326 2.202 -0.036
O -0.518 0.461 0.392
Si 0.294 -0.119 1.757
C 1.163 1.264 2.628
C 0.669 2.571 2.496
C 1.243 3.621 3.189
C 2.309 3.380 4.051
C 2.789 2.086 4.224
C 2.214 1.036 3.530
C 1.350 -1.472 1.006
C 2.586 -1.911 1.480
C 3.337 -2.843 0.770
C 2.878 -3.358 -0.436
C 1.647 -2.953 -0.927
C 0.904 -2.024 -0.205
C -0.944 -0.691 3.030
C -2.138 0.041 3.269
C -2.978 -0.305 4.298
C -2.635 -1.376 5.137
C -1.448 -2.103 4.930
C -0.611 -1.758 3.897
H -0.174 2.768 1.844
H 0.860 4.626 3.072
H 2.754 4.198 4.601
H 3.605 1.899 4.910
H 2.589 0.037 3.709
H 2.991 -1.528 2.407
H 4.289 -3.172 1.166
H 3.468 -4.088 -0.974
H 1.254 -3.379 -1.842
H -0.153 -1.917 -0.501
H -2.384 0.887 2.636
H -3.889 0.248 4.479
H -3.286 -1.640 5.960
H -1.203 -2.927 5.587
H 0.302 -2.322 3.739
```

Löwdin population analysis, charges in e, atoms 1 to 4: 1.646, 0.008, -0.261, 0.046